Formula: C31H37N2OSr
Source: the Open Molecules 2025 dataset
Level of theory: ωB97M-V/def2-TZVPD

Values from the calculation:
* net charge: -1
* energy relative to the best compared isomer or geometry (same formula, charge and spin): 0.0 kcal per mole
* LUMO: 1.99 eV
* gap between HOMO and LUMO: 5.039 eV
* electronic energy: -1418.9133 a.u.

```
72
Properties=species:S:1:pos:R:3:forces:R:3
C -0.397 1.537 2.403 -0.303 0.364 -0.064
C 0.359 2.242 1.452 -0.494 0.138 -0.043
C -0.400 2.362 0.269 -0.261 0.127 -0.026
H 1.330 2.688 1.621 0.014 -0.212 -0.073
C -1.667 1.753 0.502 -0.257 0.130 0.283
C -1.656 1.232 1.834 -0.267 0.492 -0.324
H -2.485 1.669 -0.219 0.139 0.146 0.272
C 2.086 -1.585 1.143 0.484 0.140 -0.360
C 2.513 -0.246 1.360 -0.036 -0.705 -0.642
C 2.588 0.390 0.101 0.008 0.051 0.130
H 2.790 0.189 2.310 -0.106 0.016 -0.142
C 2.191 -0.503 -0.914 0.022 -0.244 0.958
C 1.924 -1.742 -0.265 -0.095 -0.585 0.039
H -0.112 2.944 -0.606 -0.070 -0.236 0.103
H -2.439 0.637 2.307 0.175 0.264 -0.087
H -0.090 1.319 3.420 -0.075 -0.097 -0.311
H 1.528 -2.632 -0.768 0.328 0.151 0.233
H 2.935 1.404 -0.062 -0.173 -0.035 0.060
H 1.909 -2.338 1.919 0.142 0.391 -0.450
Sr -0.323 -0.521 0.376 1.260 0.896 1.809
C 2.061 -0.231 -2.387 -0.152 -0.078 0.478
C 2.585 -1.467 -3.117 0.143 0.241 -0.457
C 2.859 1.024 -2.753 -0.091 -0.091 -0.339
H 3.606 -1.680 -2.789 -0.131 -0.007 0.038
H 2.565 -1.289 -4.187 0.128 -0.178 -0.103
H 1.961 -2.334 -2.902 0.040 -0.050 0.023
H 3.911 0.903 -2.482 -0.120 -0.021 0.011
H 2.475 1.924 -2.260 -0.011 -0.179 0.075
H 2.791 1.182 -3.828 0.098 0.085 -0.162
C 0.559 0.026 -2.691 0.047 0.204 -0.569
C 0.213 0.203 -4.174 -0.603 0.308 0.455
H 0.248 0.948 -2.173 0.089 -0.241 0.077
H -0.087 -0.805 -2.333 0.344 0.143 -0.162
O 0.910 -0.165 -5.093 0.134 -0.052 -0.414
N -0.991 0.816 -4.437 -0.412 -0.238 -0.084
C -1.924 1.421 -3.496 0.381 -0.455 -0.134
H -1.222 0.880 -5.421 0.213 -0.002 0.184
C -1.577 2.853 -3.156 -0.095 0.362 0.110
C -2.444 3.560 -2.322 0.235 0.162 -0.154
H -3.331 3.052 -1.955 0.053 0.169 0.078
C -2.172 4.879 -1.973 0.080 -0.061 -0.161
H -2.858 5.412 -1.317 0.186 -0.079 -0.108
C -1.026 5.508 -2.469 -0.009 -0.231 -0.082
H -0.817 6.544 -2.207 -0.016 -0.208 -0.014
C -0.157 4.806 -3.307 -0.177 0.014 0.076
H 0.740 5.282 -3.708 -0.273 -0.084 0.168
C -0.435 3.483 -3.653 -0.084 -0.059 0.021
H 0.231 2.940 -4.325 -0.144 0.179 0.250
H -1.961 0.803 -2.586 0.031 0.284 -0.107
H -2.935 1.360 -3.923 0.270 0.082 0.021
C -1.309 -3.309 0.761 0.935 -0.202 0.518
N -1.740 -3.800 2.061 -0.675 0.237 -0.997
C -0.821 -4.762 2.626 0.178 0.129 -0.198
C -2.199 -2.738 2.980 -0.289 -0.848 -0.029
C -1.141 -2.205 3.877 0.168 -0.184 2.053
C -1.132 -2.641 5.218 -0.201 -0.229 -0.131
C -0.111 -2.255 6.087 0.334 0.377 -0.314
C 0.909 -1.403 5.602 -0.121 0.145 -0.553
C 0.877 -0.957 4.252 -0.617 -1.202 2.267
C -0.155 -1.366 3.432 0.064 0.751 -3.222
H -1.011 -4.153 0.119 -0.402 0.132 0.074
H -0.339 -2.749 0.897 -0.743 -0.407 -0.233
H -2.124 -2.728 0.254 0.611 -0.301 0.409
H 0.190 -4.352 2.816 -0.232 -0.035 0.062
H -1.226 -5.140 3.571 0.113 0.005 -0.167
H -0.721 -5.580 1.901 -0.004 -0.055 0.234
H -2.683 -1.960 2.370 0.107 -0.097 0.184
H -2.954 -3.228 3.608 -0.234 0.230 -0.080
H -1.938 -3.318 5.545 0.376 0.254 0.158
H -0.105 -2.605 7.123 0.032 0.132 -0.299
H 1.725 -1.077 6.262 -0.328 -0.193 -0.113
H 1.648 -0.307 3.884 0.335 0.250 -0.004
```
Positions in Å, forces in eV/Å.